[1]
Computed, not measured: a molecular structure, C20H28IrN2O12Si, with ωB97M-V/def2-TZVPD.

Output
Multiplicity = 6
E_LUMO (spin up / spin down) = -0.660 / -2.979 eV
Orbital gap (spin up / spin down) = 7.7 / 6.8 eV

```
64
Properties=species:S:1:pos:R:3:forces:R:3
Ir -0.665097 0.344378 1.792625 -0.0496 0.3205 -0.0711
O -2.984966 3.580684 -0.458657 0.0448 -0.0536 0.0088
C -2.054419 2.741611 -0.007449 0.0664 -0.1641 0.0271
O -2.216368 1.546469 0.068268 0.0266 0.2485 0.0874
C -0.801619 3.488069 0.411089 -0.1017 -0.0589 0.0115
O 0.248930 2.618117 0.749541 -0.0862 -0.0215 0.0027
C 1.262323 2.401132 -0.213372 0.0981 -0.0160 0.0132
C 1.281656 1.029061 -0.874929 -0.2068 -0.0806 -0.0289
O 2.272641 0.658623 -1.438077 0.0575 -0.0139 -0.0179
O 0.122508 0.362995 -0.844095 0.2204 0.0693 0.0220
H -3.792666 3.070975 -0.627727 -0.0155 -0.0012 -0.0055
H -1.062197 4.068247 1.299259 -0.0073 -0.0118 -0.0098
H -0.518949 4.188841 -0.378626 -0.0075 -0.0270 0.0006
H 2.228888 2.541838 0.269815 -0.0155 -0.0343 -0.0068
H 1.187495 3.127048 -1.029454 0.0105 -0.0002 0.0057
O 2.396990 -2.113716 2.772286 0.1226 -0.1317 0.0171
C 1.500792 -1.325101 2.782747 -0.1051 0.1594 -0.0671
O 0.952163 -0.805044 1.667813 -0.0014 0.0099 0.0400
C 0.913519 -0.668021 3.998287 -0.0576 0.0041 0.0223
C 1.688463 -0.088894 4.974236 -0.0501 0.0178 -0.0182
C 1.102627 0.865712 5.803585 -0.0236 -0.0532 -0.0231
C -0.176596 1.389316 5.574839 0.0501 -0.0209 -0.0010
C -0.937706 0.795264 4.611770 -0.0224 -0.0214 0.0535
C -0.507304 -0.404275 3.934264 0.0943 -0.0137 0.0382
O -1.322242 -1.190741 3.323335 -0.0223 0.0493 -0.0638
N -2.127335 1.392473 4.094423 -0.0194 0.0226 -0.1278
O -2.039560 1.480643 2.676850 -0.0480 -0.0569 0.1923
O -2.647316 2.364175 4.661660 0.0192 -0.0275 -0.0296
N 1.920051 1.470846 6.863632 0.0310 0.1012 -0.0885
O 3.053172 1.057519 7.001327 -0.0132 -0.0310 0.0341
O 1.411644 2.355567 7.522183 -0.0065 -0.0327 0.0406
H 2.741302 -0.318056 5.060957 -0.0096 -0.0015 0.0075
H -0.531073 2.261838 6.103085 0.0143 -0.0011 0.0174
C -2.201210 -0.845377 -1.815248 0.0033 -0.0438 -0.0036
Si -0.349249 -0.857424 -2.010006 0.0315 -0.0200 0.0023
C 0.082380 -0.214673 -3.743942 0.0145 -0.0080 0.0041
C -0.932132 -0.838127 -4.721655 0.0299 0.0143 -0.0061
C -0.105848 1.309666 -3.777472 -0.0057 0.0051 -0.0110
C 1.492767 -0.554775 -4.240096 -0.0100 -0.0161 -0.0244
C 0.321258 -2.534136 -1.476297 -0.0320 -0.0041 -0.0362
C 0.077546 -3.569484 -2.586743 0.0217 0.0038 0.0176
C 1.819117 -2.498331 -1.152739 0.0094 -0.0157 -0.0321
C -0.480600 -2.975774 -0.233910 -0.0561 0.0423 -0.0509
H -2.626308 -1.694346 -2.355246 -0.0237 -0.0086 -0.0046
H -2.649073 0.065999 -2.211326 -0.0053 0.0168 -0.0066
H -2.495252 -0.933002 -0.769619 -0.0035 -0.0019 0.0101
H -1.955826 -0.531957 -4.506076 -0.0319 0.0059 0.0096
H -0.896035 -1.928918 -4.716480 0.0054 -0.0128 0.0035
H -0.695361 -0.508480 -5.737609 -0.0012 0.0020 -0.0121
H -1.065282 1.619190 -3.352818 -0.0138 0.0078 -0.0002
H -0.079199 1.658254 -4.814263 -0.0006 0.0061 -0.0106
H 0.694674 1.828383 -3.246853 -0.0016 -0.0017 -0.0032
H 1.641618 -1.631852 -4.324267 0.0015 -0.0123 -0.0008
H 2.266645 -0.156166 -3.589397 0.0105 0.0068 0.0033
H 1.632089 -0.130772 -5.240081 -0.0008 0.0016 -0.0140
H 0.684548 -3.377174 -3.471936 0.0079 0.0002 -0.0178
H -0.971030 -3.613429 -2.891293 -0.0203 0.0032 -0.0089
H 0.347743 -4.562371 -2.214775 0.0049 -0.0078 0.0036
H 2.411920 -2.165716 -2.006175 0.0060 -0.0014 0.0071
H 2.149061 -3.505947 -0.881235 0.0042 -0.0082 -0.0031
H 2.040474 -1.845345 -0.312518 0.0026 0.0309 0.0425
H -1.429470 -3.430760 -0.523538 -0.0247 0.0090 -0.0117
H -0.717513 -2.151038 0.441101 0.0904 -0.1154 0.0631
H 0.087769 -3.713680 0.336998 0.0013 -0.0059 0.0082
```
Positions in Å, forces in eV/Å.


[2]
Computed, not measured: a molecular structure, C20H28KOP in a non-equilibrium geometry, with ωB97M-V/def2-TZVPD.

Output
Multiplicity = 1
E_LUMO = -0.043 eV
Orbital gap = 6.3 eV

```
51
Properties=species:S:1:pos:R:3:forces:R:3
K -0.292213 -0.634191 -0.761671 0.0369 0.3490 -1.7166
C -2.305747 -2.470888 1.004874 0.0444 -0.0183 0.1586
C -2.601282 -1.403200 2.066988 -0.1103 -0.0735 0.0523
C -3.059166 -0.103674 1.392398 0.1263 0.0979 0.0113
C -1.483592 -1.192427 3.072132 -0.0126 0.0039 0.1767
C -1.736314 -1.366352 4.431079 0.0224 0.0067 -0.1468
C -0.749881 -1.161791 5.386288 0.0746 0.0281 -0.1272
C 0.516061 -0.771260 4.959433 0.0948 -0.0147 -0.0866
C 0.814566 -0.584021 3.615070 -0.0223 0.0513 0.3618
C 2.173315 -0.111566 3.139625 -0.0825 -0.0699 -0.0434
C 3.332154 -0.521055 4.043583 0.0720 0.0001 0.1185
C 2.173868 1.404667 2.929143 -0.0517 0.1539 0.0589
C -0.195403 -0.791407 2.648192 0.0680 0.0943 -0.7385
O 0.048686 -0.615847 1.363698 0.1845 0.0161 1.9339
H -3.185529 -2.666924 0.386951 -0.0127 0.0212 0.0092
H -1.982118 -3.411647 1.452254 -0.0517 0.0238 0.0636
H -1.490263 -2.141584 0.369314 -0.1681 -0.3206 0.1539
H -3.447892 -1.772139 2.651868 -0.1042 -0.0235 -0.0307
H -2.227127 0.376036 0.869679 0.0017 -0.0298 0.0361
H -3.413166 0.624722 2.122926 -0.0317 -0.0650 0.0425
H -3.863854 -0.290864 0.675404 -0.0158 -0.0136 0.0257
H -2.732542 -1.671336 4.739095 0.0124 0.0022 0.0250
H -0.955479 -1.305213 6.439346 -0.0152 -0.0007 -0.0178
H 1.301294 -0.615734 5.691792 -0.0657 -0.0053 0.0444
H 2.309840 -0.569901 2.157744 0.0974 -0.0440 -0.0261
H 3.300192 -0.002262 5.007362 -0.0351 -0.0117 -0.0691
H 4.289205 -0.263839 3.580954 -0.0515 -0.0022 -0.0164
H 3.334099 -1.593744 4.250566 -0.0441 0.0274 -0.0498
H 2.006897 1.918943 3.881964 0.0181 -0.0418 -0.0521
H 1.376057 1.703838 2.246423 0.0153 -0.0618 0.0137
H 3.127957 1.757235 2.522082 -0.0367 -0.0623 0.0126
C -0.188162 -1.244055 -5.649451 0.0050 0.0468 -0.2180
P 0.219246 -0.702589 -3.953817 0.1062 -0.0144 0.1254
C 2.044608 -0.892380 -3.962178 0.1737 0.0013 -0.1074
C 0.015741 1.116827 -4.048451 -0.1064 0.0795 -0.0393
C 0.905397 1.983834 -4.685249 0.0716 -0.0083 -0.0300
C 0.668673 3.350162 -4.714260 -0.0821 0.0087 0.0495
C -0.467503 3.877918 -4.108266 0.0321 -0.0116 -0.0053
C -1.363547 3.034032 -3.471735 0.0951 -0.1850 -0.0235
C -1.115961 1.663524 -3.442376 -0.0670 0.1461 -0.0052
H 0.401195 -0.706213 -6.394795 -0.0216 0.0013 0.0004
H -1.246882 -1.073600 -5.844336 0.0104 0.0116 0.0101
H 0.004847 -2.312973 -5.753078 0.0077 0.0158 0.0595
H 2.518904 -0.479760 -4.855134 -0.0475 -0.0160 -0.0048
H 2.291822 -1.953935 -3.912629 -0.0483 -0.0034 -0.0143
H 2.494805 -0.411356 -3.092091 -0.0867 0.0135 0.0247
H 1.797847 1.597083 -5.165262 -0.0518 0.0042 0.0270
H 1.370399 4.010384 -5.208678 -0.0052 -0.0341 0.0049
H -0.651416 4.945512 -4.129701 0.0308 -0.0495 -0.0079
H -2.248991 3.432136 -2.993575 0.0075 0.0037 -0.0120
H -1.833667 1.012872 -2.951469 0.0200 -0.0272 -0.0112
```
Positions in Å, forces in eV/Å.